DFT (ωB97M-V/def2-TZVPD) results for a single C18H23NO molecule in a non-equilibrium geometry.

Calculated values
- Relative energy (zero: lowest compared OMol25 entry of this formula, charge and spin): 2.674 eV
- DFT total energy: -22574.7097 eV
- Kohn-Sham gap: 7.93 eV
- LUMO level: 0.03 eV

```
43
Properties=species:S:1:pos:R:3:forces:R:3
C 5.459390 -3.156315 4.456567 -0.259 0.374 0.300
C 4.443431 -2.576992 3.589854 -1.674 0.486 -0.857
C 3.501679 -2.157429 2.942089 1.451 -0.362 0.721
C 2.398043 -1.665897 2.164597 0.998 1.183 0.229
C 2.290481 -0.306442 1.826838 -0.314 0.182 0.611
C 1.181786 0.210917 1.156966 1.245 -0.857 0.475
C 0.169161 -0.638080 0.754055 1.132 -1.098 0.607
C -1.002402 -0.096128 0.082780 -2.331 -0.513 -0.848
O -2.060372 -0.713483 0.183461 0.527 0.456 -0.195
C -0.990292 1.165051 -0.842361 -0.640 -0.790 -0.503
C -2.165483 2.075596 -0.497632 -0.331 -0.387 0.028
C -2.127123 2.640549 0.931514 -0.587 -0.749 0.366
C -3.381715 3.448369 1.267890 0.146 -0.257 0.591
N -0.989363 0.756053 -2.289433 0.716 0.994 1.371
C 0.249249 0.131304 -2.768935 -0.418 -0.554 0.983
C -0.118808 -0.167706 -4.200396 0.546 -0.623 -0.820
C -1.556664 -0.664890 -4.076407 -0.656 -0.953 -0.443
C -2.180345 0.224166 -3.008166 0.724 0.491 1.036
C 0.292898 -2.016987 1.087071 0.057 0.180 0.064
C 1.409957 -2.521554 1.779648 -1.899 -0.697 -0.943
H 5.422071 -2.656699 5.440492 0.130 -0.315 -0.351
H 5.274899 -4.220654 4.575318 0.030 -0.076 0.124
H 6.439414 -3.021596 4.023806 0.372 0.031 -0.015
H 3.015001 0.376603 2.243996 0.235 0.038 -0.192
H 1.148271 1.265353 1.003296 -0.141 0.538 -0.205
H -0.120232 1.747702 -0.617539 0.940 0.174 -0.393
H -3.064134 1.495062 -0.710895 -0.272 0.090 0.382
H -2.190755 2.915958 -1.182970 0.194 0.149 -0.320
H -2.092296 1.813161 1.675221 0.502 0.454 -0.431
H -1.263779 3.300286 1.007970 0.270 -0.180 0.252
H -3.522530 4.154380 0.483150 -0.434 0.717 -0.653
H -4.252509 2.786731 1.318910 0.059 0.179 -0.019
H -3.319008 4.027035 2.213864 0.124 -0.526 -0.466
H 1.116208 0.809478 -2.664031 -0.388 -0.270 0.032
H 0.437873 -0.811818 -2.177351 0.250 0.562 -0.621
H -0.119592 0.788086 -4.734228 0.102 -0.155 -0.143
H 0.564425 -0.890951 -4.729484 -0.670 0.737 0.583
H -2.141422 -0.600111 -5.006505 0.343 0.039 0.147
H -1.593107 -1.742301 -3.793394 0.176 0.709 0.048
H -2.692438 1.080297 -3.463520 -0.205 -0.231 0.091
H -2.848753 -0.294490 -2.307107 0.027 -0.012 -0.344
H -0.511962 -2.703001 0.829406 0.120 0.263 -0.094
H 1.490843 -3.588611 2.031593 -0.195 0.577 -0.187
```
Forces are in eV/Å.

Atomic partial charges in e from the Löwdin method, atoms 1 to 2:
1. C -0.10
2. C -0.06